(1)
Density functional theory data (the ωB97M-V functional and the def2-TZVPD basis) for a cluster of 2 separate species, C10H16 in total at a distorted geometry.

## Properties
* structure (SMILES): Cc1ccccc1.CCC
* HOMO-LUMO gap: 9.868 eV
* energy relative to the best compared isomer or geometry (same formula, charge and spin): 0.933 eV
* LUMO energy: 0.98 eV
* energy: -390.6016 Ha

Cartesian coordinates (Å):
C  0.47967  2.16902  1.18196
C  -1.74882  0.98884  1.18296
C  -0.62897  1.47863  0.49250
C  -2.87008  0.57120  0.50038
C  -0.60424  1.35425  -0.90839
C  -2.82315  0.43760  -0.88640
C  -1.71898  0.86304  -1.58045
H  -1.75894  0.84359  2.25794
H  -3.70909  0.24630  1.10427
H  0.55942  1.90590  2.24246
H  0.47292  3.26138  1.18183
H  0.33447  1.50971  -1.42635
H  -3.64063  0.00838  -1.44936
H  -1.70581  0.84341  -2.66319
H  1.43702  1.85949  0.74135
C  1.05056  -1.34508  -0.03560
C  2.00486  -1.85750  1.05716
C  1.66585  -1.73399  -1.43529
H  0.94862  -0.26456  -0.19262
H  0.09286  -1.86284  0.01523
H  1.49104  -2.32413  1.89173
H  2.70372  -2.60040  0.66043
H  1.92289  -2.78176  -1.34174
H  2.44279  -1.00740  -1.68566
H  2.62134  -1.01469  1.36453
H  0.98069  -1.54840  -2.26970

=====

(2)
Density functional theory data (the ωB97M-V functional and the def2-TZVPD basis) for a cluster of 2 separate species, C10H16 in total at a distorted geometry.

## Properties
* structure (SMILES): Cc1ccccc1.CCC
* HOMO-LUMO gap: 10.058 eV
* energy relative to the best compared isomer or geometry (same formula, charge and spin): 0.786 eV
* LUMO energy: 1.01 eV
* energy: -390.6070 Ha

Cartesian coordinates (Å):
C  -1.38577  -1.99447  -0.99819
C  1.78391  -0.12978  -1.88524
C  2.34290  0.05281  -0.64089
C  0.61253  -0.88006  -2.03818
C  -0.01927  -1.34916  -0.90439
C  1.76678  -0.48375  0.49562
C  0.64676  -1.27972  0.31810
H  2.20447  0.41936  -2.71855
H  3.28489  0.59881  -0.59192
H  0.29486  -1.12349  -3.04323
H  2.27723  -0.30983  1.43162
H  -2.13773  -1.36870  -0.53648
H  -1.35947  -2.95012  -0.46037
H  0.17266  -1.66801  1.21293
H  -1.57744  -2.30979  -2.01879
C  -0.94604  1.53848  1.31700
C  -2.01207  0.60989  1.97509
C  -1.32492  3.02676  1.32964
H  -0.03403  1.42459  1.90395
H  -0.76888  1.13506  0.32061
H  -1.75725  0.25506  2.96499
H  -2.37932  3.11636  1.59134
H  -0.66161  3.58035  1.98554
H  -2.19070  -0.21370  1.28240
H  -2.99126  1.09980  1.99924
H  -1.32544  3.40321  0.30304

=====

(3)
Density functional theory data (the ωB97M-V functional and the def2-TZVPD basis) for a cluster of 2 separate species, C10H16 in total at a distorted geometry.

## Properties
* structure (SMILES): Cc1ccccc1.CCC
* HOMO-LUMO gap: 10.041 eV
* energy relative to the best compared isomer or geometry (same formula, charge and spin): 0.846 eV
* LUMO energy: 1.00 eV
* energy: -390.6048 Ha

Cartesian coordinates (Å):
C  -3.64026  1.00467  -0.79807
C  -2.52823  1.67538  -0.00227
C  -3.17975  0.09001  -1.97386
H  -4.30656  0.39291  -0.19013
H  -4.23569  1.83283  -1.20246
H  -2.10375  2.53721  -0.51906
H  -3.94860  -0.65098  -2.16639
H  -2.84527  0.57740  -2.88427
H  -1.69425  0.98428  0.18137
H  -2.86677  1.97794  0.98858
H  -2.35167  -0.39961  -1.44755
C  3.96340  0.72347  0.29215
C  1.40383  -1.40917  2.06589
C  2.46092  -0.52930  1.83059
C  0.81599  -2.10393  1.01623
C  2.70106  -0.09601  0.52558
C  1.09656  -1.74480  -0.29815
C  1.97996  -0.68553  -0.49938
H  0.95928  -1.50352  3.05148
H  2.95430  -0.11980  2.70509
H  0.12912  -2.91777  1.23443
H  0.61094  -2.20937  -1.14449
H  4.86132  0.11803  0.35552
H  3.90456  1.50120  1.05951
H  1.98820  -0.28315  -1.51271
H  3.87137  1.23761  -0.66762

=====

(4)
Density functional theory data (the ωB97M-V functional and the def2-TZVPD basis) for a cluster of 2 separate species, C10H16 in total at a distorted geometry.

## Properties
* structure (SMILES): Cc1ccccc1.CCC
* HOMO-LUMO gap: 10.020 eV
* energy relative to the best compared isomer or geometry (same formula, charge and spin): 1.021 eV
* LUMO energy: 0.99 eV
* energy: -390.5983 Ha

Cartesian coordinates (Å):
C  2.97372  -0.13370  -1.09158
C  1.63318  0.49433  -1.48466
C  0.80834  -0.04301  -2.48407
C  1.21137  1.60275  -0.76337
C  -0.43670  0.53643  -2.60320
C  -0.09844  2.09510  -0.91144
C  -1.00514  1.53181  -1.80593
H  2.83337  -0.41905  -0.04463
H  3.75291  0.64307  -1.04758
H  0.97219  -0.90619  -3.10174
H  1.91792  2.10882  -0.11884
H  -1.09637  0.11818  -3.36348
H  -0.31818  3.05681  -0.46122
H  -2.06606  1.72628  -1.80751
H  3.26408  -0.97783  -1.71163
C  -0.88024  -0.56303  2.08132
C  -2.40914  -0.29911  2.08342
C  -0.65283  -2.11396  2.04257
H  -0.27050  -0.21391  1.24337
H  -0.33966  -0.19669  2.96174
H  -2.57947  0.31189  1.19082
H  -2.70579  0.32773  2.91462
H  -1.30218  -2.68004  2.70177
H  -0.60247  -2.52262  1.04330
H  -2.97602  -1.22718  2.08783
H  0.37212  -2.25685  2.45012

=====

(5)
Density functional theory data (the ωB97M-V functional and the def2-TZVPD basis) for a cluster of 2 separate species, C10H16 in total at a distorted geometry.

## Properties
* structure (SMILES): CCc1ccccc1.CC
* HOMO-LUMO gap: 9.956 eV
* energy relative to the best compared isomer or geometry (same formula, charge and spin): 2.758 eV
* LUMO energy: 0.99 eV
* energy: -390.5345 Ha

Cartesian coordinates (Å):
C  -3.23229  0.93602  0.23558
C  -3.01520  0.66786  -1.16822
H  -3.74022  1.88074  0.42470
H  -3.97291  0.11271  0.61618
H  -2.40608  0.81432  0.88508
H  -2.96617  -0.48068  -1.38144
H  -2.16853  1.04874  -1.76934
H  -3.88915  0.97585  -1.78305
C  1.80083  1.37310  0.50396
C  3.28096  1.26318  0.20368
C  1.25907  -0.08990  0.29934
C  1.96539  -1.21922  0.69583
C  -0.02496  -0.18040  -0.10194
C  1.36671  -2.41021  0.43504
C  -0.60852  -1.33398  -0.21619
C  0.13480  -2.51227  -0.12298
H  1.50387  1.66348  1.49962
H  1.37702  2.15614  -0.07765
H  3.92179  0.69702  1.02751
H  2.86830  -1.28982  1.20703
H  -0.76304  0.69597  -0.29697
H  2.08118  -3.22636  0.33764
H  -1.60400  -1.47838  -0.68126
H  -0.51485  -3.35611  -0.30993
H  3.66759  2.22893  0.40262
H  3.67842  1.06326  -0.86481

=====

(6)
Density functional theory data (the ωB97M-V functional and the def2-TZVPD basis) for a cluster of 2 separate species, C10H16 in total at a distorted geometry.

## Properties
* multiplicity: 2
* HOMO-LUMO gap (spin up / spin down): 9.190 / 5.381 eV
* total charge: +1
* energy relative to the best compared isomer or geometry (same formula, charge and spin): 1.008 eV
* LUMO energy (spin up / spin down): -4.49 / -8.30 eV
* energy: -390.2729 Ha

Cartesian coordinates (Å):
C  2.95743  0.28887  1.13346
C  1.45455  -0.39392  -2.85250
C  0.79120  0.45300  -1.88913
C  2.70663  -0.95470  -2.51539
C  1.40985  0.88990  -0.75261
C  3.16380  -0.68238  -1.23978
C  2.51915  0.18919  -0.28750
H  0.98250  -0.54373  -3.81083
H  -0.06579  0.85797  -2.42426
H  3.20923  -1.75374  -3.01462
H  0.88016  1.59146  -0.13348
H  4.01834  -1.28883  -0.88441
H  2.42761  1.09139  1.67042
H  4.01885  0.47587  1.08391
H  2.61526  -0.59454  1.67493
C  -3.11033  -0.60056  1.21940
C  -2.07416  -0.01310  2.25037
C  -3.90772  0.44678  0.44353
H  -2.54371  -1.23218  0.52849
H  -3.84124  -1.10089  1.84154
H  -2.56879  0.76101  2.86721
H  -3.21576  0.94651  -0.24782
H  -4.76793  0.13149  -0.13941
H  -1.35838  0.60384  1.67676
H  -1.62515  -0.87753  2.72609
H  -4.07558  1.30880  1.07564

=====

(7)
Density functional theory data (the ωB97M-V functional and the def2-TZVPD basis) for a cluster of 2 separate species, C10H16 in total at a distorted geometry.

## Properties
* multiplicity: 2
* HOMO-LUMO gap (spin up / spin down): 10.324 / 6.705 eV
* total charge: +1
* energy relative to the best compared isomer or geometry (same formula, charge and spin): 0.412 eV
* LUMO energy (spin up / spin down): -4.37 / -8.08 eV
* energy: -390.2947 Ha

Cartesian coordinates (Å):
C  -3.13874  -1.19671  -0.15126
C  -2.58675  -0.90582  1.24699
H  -3.50368  -2.21696  -0.22730
H  -3.88973  -0.47790  -0.47945
H  -2.27924  -1.17058  -0.83637
H  -2.41199  0.16412  1.33309
H  -1.65422  -1.45465  1.36377
H  -3.17308  -1.25822  2.09422
C  1.11260  -0.33964  1.23169
C  2.52500  -0.26719  1.90295
C  1.01858  0.23918  -0.12008
C  2.03243  0.12973  -1.07897
C  -0.19253  1.00434  -0.42004
C  1.87832  0.81248  -2.24738
C  -0.29636  1.71606  -1.58462
C  0.75111  1.68888  -2.49540
H  0.80389  -1.38673  1.18840
H  0.41908  0.12600  1.91751
H  3.30319  0.19244  1.28121
H  2.90554  -0.48831  -0.94677
H  -0.82558  1.00105  0.45375
H  2.53276  0.65810  -3.09612
H  -1.20393  2.28501  -1.75094
H  0.56408  2.06442  -3.48960
H  2.89112  -1.26757  2.12375
H  2.41811  0.34846  2.78696

=====

(8)
Density functional theory data (the ωB97M-V functional and the def2-TZVPD basis) for a structure of composition C10H16As3FPtS4 at a distorted geometry.

## Properties
* HOMO-LUMO gap: 5.682 eV
* total charge: -2
* energy relative to the best compared isomer or geometry (same formula, charge and spin): 0.952 eV
* LUMO energy: 4.84 eV
* energy: -8909.9541 Ha

Cartesian coordinates (Å):
Pt  -0.63634  1.71026  0.29778
C  1.35061  -1.20879  3.54944
As  1.54254  0.23494  2.15239
C  2.97482  -0.77756  1.23171
C  0.02727  -0.33689  1.00586
C  -1.04246  -0.99705  1.66297
C  -2.09738  -1.55740  0.98977
C  -2.16419  -1.44113  -0.40064
C  -1.15763  -0.79988  -1.07596
C  -0.00943  -0.26436  -0.43164
As  1.50809  0.18050  -1.65175
C  1.27533  -1.40286  -2.88783
C  0.57068  1.48215  -2.77704
H  2.27990  -1.23026  4.12455
H  1.18225  -2.19767  3.11635
H  0.54067  -0.98273  4.24398
H  2.52611  -1.58597  0.65247
H  3.66635  -1.20164  1.96277
H  3.50690  -0.10950  0.56003
H  -1.03714  -1.04892  2.74385
H  -2.88319  -2.06513  1.53545
H  -3.01047  -1.83782  -0.94634
H  -1.24230  -0.71456  -2.15042
H  0.29166  -1.49767  -3.35043
H  1.48709  -2.32354  -2.33849
H  2.01868  -1.31964  -3.68519
H  -0.37303  1.10553  -3.17178
H  1.21365  1.78899  -3.60485
H  0.35983  2.35967  -2.16695
S  -4.37271  4.79572  0.44910
As  -2.95487  3.26269  0.10353
S  -2.61821  1.92765  1.80962
S  -0.91551  4.03239  -0.17525
S  -3.45684  2.06734  -1.59515
F  1.64926  1.95316  0.21809